A 2-piece molecular cluster, C5H6IN overall, computed with ωB97M-V with the def2-TZVPD basis set.

## Properties
Electronic energy, eV: -14866.002
Orbital gap (alpha / beta), eV: 7.79 / 7.43
HOMO (alpha / beta), eV: -7.981 / -9.084
Expectation value of S²: 2.0205

ORCA input file:
```
! wB97M-V def2-TZVPD RIJCOSX def2/J DEFGRID3
* xyz 0 3
H -0.4554 1.5621 -0.7936
C 0.5389 1.1996 3.1169
H -0.2081 -1.8321 0.6456
I -1.3868 3.2495 1.9394
H -1.9437 0.8547 -0.8605
C 0.3252 -0.9866 0.9243
H 1.1845 -1.0451 0.3471
H 0.7094 -0.9464 1.9069
H -0.4600 0.0707 -1.7028
C 0.0979 1.8195 2.0111
C -0.4437 0.1338 0.5844
C -0.8788 0.6302 -0.7521
N 1.1624 0.5469 3.8493
*
```

These are the Mulliken partial charges, in e, on atoms 1 to 8: H 0.37; C 0.58; H 0.37; I 0.15; H 0.32; C -1.17; H 0.36; H 0.35


A 2-piece molecular cluster, C5H6N overall, computed with ωB97M-V with the def2-TZVPD basis set.

## Properties
Electronic energy, eV: -6757.664
Orbital gap (alpha / beta), eV: 7.81 / 7.81
HOMO (alpha / beta), eV: -13.936 / -13.938

ORCA input file:
```
! wB97M-V def2-TZVPD RIJCOSX def2/J DEFGRID3
* xyz 1 1
C -1.7191 0.9108 -0.5327
H -2.8102 -0.4862 1.0866
H -2.1141 1.7715 -1.0463
C 2.2357 0.7081 -0.9978
H -2.0553 -1.3878 -0.3961
H 1.1809 0.0367 2.1727
N 1.8669 0.4987 0.2225
H 2.1066 1.6601 -1.3518
C -2.1489 -0.4796 0.2389
C 1.0852 0.2208 1.0944
C -0.8678 0.1552 0.0659
H 2.6311 -0.1259 -1.5276
*
```

These are the Mulliken partial charges, in e, on atoms 1 to 8: C -0.17; H 0.30; H 0.39; C -0.25; H 0.20; H 0.35; N 0.02; H 0.33


An isolated ion of composition C5H6N and charge +1, computed with ωB97M-V with the def2-TZVPD basis set.

## Properties
Electronic energy, eV: -6761.046
Orbital gap, eV: 9.58
HOMO, eV: -14.813
SMILES: C#[N+]C=C1CC1

ORCA input file:
```
! wB97M-V def2-TZVPD RIJCOSX def2/J DEFGRID3
* xyz 1 1
C 0.5125 -0.6207 -1.2674
H -1.5226 0.1338 -2.2364
N 0.3605 0.6923 1.7077
H -1.2723 -1.5672 -1.3784
H 0.9056 -1.6396 -1.1206
C -0.9851 -0.4621 -1.5298
H 1.3161 0.1390 -1.3971
H -1.6281 0.8077 1.4042
C -0.4188 -0.1137 -0.2881
C 1.2332 0.8779 2.4659
C -0.6720 0.5123 0.8403
H 2.1710 1.2403 2.7998
*
```

These are the Mulliken partial charges, in e, on atoms 1 to 8: C -0.52; H 0.32; N 0.01; H 0.22; H 0.25; C -0.59; H 0.31; H 0.35


An isolated ion of composition C5H6N and charge +1, computed with ωB97M-V with the def2-TZVPD basis set.

## Properties
Electronic energy, eV: -6759.405
Orbital gap (alpha / beta), eV: 6.38 / 6.39
HOMO (alpha / beta), eV: -13.851 / -13.852

ORCA input file:
```
! wB97M-V def2-TZVPD RIJCOSX def2/J DEFGRID3
* xyz 1 1
H 3.5320 -0.8508 0.3551
C 3.0386 0.0878 0.1609
C 0.5594 -0.4067 -0.0202
C 1.7423 -0.0812 0.2151
H -0.8333 -1.1505 -1.1129
H 3.5181 1.0886 0.1714
H -3.6144 0.7804 0.4444
H -2.1672 1.0189 -0.9899
C -2.6252 0.6545 -0.0451
N -1.9783 -0.2840 0.4439
C -0.7721 -0.9415 -0.0045
H -0.9346 -1.8812 0.5612
*
```

These are the Mulliken partial charges, in e, on atoms 1 to 8: H 0.29; C -0.56; C 0.74; C 0.01; H 0.37; H 0.30; H 0.30; H 0.27


An isolated ion of composition C5H6N and charge +1, computed with ωB97M-V with the def2-TZVPD basis set.

## Properties
Electronic energy, eV: -6759.320
Orbital gap, eV: 7.37
HOMO, eV: -13.192

ORCA input file:
```
! wB97M-V def2-TZVPD RIJCOSX def2/J DEFGRID3
* xyz 1 1
C -2.7322 0.1205 0.0318
H 4.1635 0.6855 0.2696
H -2.6377 1.1406 0.4124
N -1.3681 -0.1806 -0.2645
H -3.4012 0.2815 -0.9369
H 1.1969 -1.6353 0.5806
H 1.8816 1.2390 -0.5394
C 3.2894 0.2652 -0.0961
C 2.0202 0.0957 -0.0983
C 1.0454 -0.7643 0.1320
C -0.2439 -0.4780 -0.0513
H -3.2140 -0.7698 0.5601
*
```

These are the Mulliken partial charges, in e, on atoms 1 to 8: C -0.61; H 0.39; H 0.32; N -0.04; H 0.25; H 0.43; H 0.27; C -0.33


A 2-piece molecular cluster, C5H6N overall, computed with ωB97M-V with the def2-TZVPD basis set.

## Properties
Electronic energy, eV: -6759.201
Orbital gap (alpha / beta), eV: 6.15 / 6.17
HOMO (alpha / beta), eV: -13.358 / -13.367

ORCA input file:
```
! wB97M-V def2-TZVPD RIJCOSX def2/J DEFGRID3
* xyz 1 1
H 0.3237 1.8744 -2.5308
C -0.3042 0.1792 -1.8970
H 0.0921 -1.8900 0.8303
C 0.1583 0.8506 -2.9337
C 0.3013 -0.3969 2.3879
C 0.5053 -0.9456 1.1413
N -0.7601 -0.2682 -0.8783
H -0.1326 0.8699 4.2456
H 1.3379 -0.6251 0.5968
C -0.1185 0.2212 3.3824
H -1.6816 -0.2938 -0.4966
H 0.2782 0.4243 -3.8478
*
```

These are the Mulliken partial charges, in e, on atoms 1 to 8: H 0.23; C 0.44; H 0.37; C -0.64; C 0.04; C -0.35; N -0.38; H 0.39


An isolated ion of composition C5H6N and charge +1, computed with ωB97M-V with the def2-TZVPD basis set.

## Properties
Electronic energy, eV: -6759.319
Orbital gap, eV: 9.45
HOMO, eV: -14.839
SMILES: C[N+]#CC1=CC1

ORCA input file:
```
! wB97M-V def2-TZVPD RIJCOSX def2/J DEFGRID3
* xyz 1 1
C 0.4258 -0.7924 -2.4438
N -0.4037 0.6148 0.8917
C -0.2308 0.8270 -0.2276
H -0.4231 -1.1263 -3.0470
C -0.4576 0.8806 2.2091
H 0.6130 0.9880 2.6058
H 1.3388 -0.8614 -3.0268
C 0.1643 0.2400 -1.3223
H -1.0087 0.1489 2.8638
H -0.8015 1.8319 2.6267
H 0.4056 -1.6861 -0.1331
C 0.3779 -1.0650 -0.9966
*
```

These are the Mulliken partial charges, in e, on atoms 1 to 8: C -0.38; N 0.10; C 0.30; H 0.21; C -0.71; H 0.31; H 0.26; C -0.16


An isolated ion of composition C5H6N and charge +1, computed with ωB97M-V with the def2-TZVPD basis set.

## Properties
Electronic energy, eV: -6758.796
Orbital gap, eV: 7.58
HOMO, eV: -13.666

ORCA input file:
```
! wB97M-V def2-TZVPD RIJCOSX def2/J DEFGRID3
* xyz 1 1
H 0.2053 -1.5832 -0.8178
H 1.0691 0.7863 -1.8842
C 0.8417 3.7176 -0.8730
H -0.2547 0.9024 1.0161
H -0.2232 -2.4149 1.1077
H -1.6713 -1.9991 0.5546
C -0.0607 -0.9009 -0.0976
C 1.1369 2.5161 -0.7371
C 0.0944 0.4557 0.0030
N -0.8373 -1.5996 0.9157
C 0.7746 1.2070 -0.9742
H -1.0746 -1.0874 1.7867
*
```

These are the Mulliken partial charges, in e, on atoms 1 to 8: H 0.42; H 0.38; C -0.26; H 0.20; H 0.40; H 0.35; C -0.10; C -0.14


C5H6N2 as an isolated structure, computed with ωB97M-V with the def2-TZVPD basis set.

## Properties
Electronic energy, eV: -8254.474
Orbital gap (alpha / beta), eV: 8.02 / 8.02
HOMO (alpha / beta), eV: -8.848 / -8.848

ORCA input file:
```
! wB97M-V def2-TZVPD RIJCOSX def2/J DEFGRID3
* xyz 0 1
C 1.7711 0.1171 -0.5809
H 2.3441 -0.8151 -0.4086
C -1.8749 1.5171 -0.0424
H 0.5523 1.6167 0.5029
H 2.6075 0.7767 -0.7551
H 1.2425 0.3045 -1.5724
H -3.0476 -1.7812 0.0918
N -0.8992 -1.3615 0.4732
C -1.8836 0.2434 -0.1316
N -0.4840 -0.1035 0.1802
H 1.0545 0.1962 1.5920
C 0.7670 0.4726 0.5362
C -2.1497 -1.1833 0.1145
*
```

These are the Mulliken partial charges, in e, on atoms 1 to 8: C -0.99; H 0.28; C -0.53; H 0.23; H 0.38; H 0.26; H 0.38; N -0.81


One molecule with the formula C5H6N2, computed with ωB97M-V with the def2-TZVPD basis set.

## Properties
Electronic energy, eV: -8257.573
Orbital gap (alpha / beta), eV: 8.06 / 8.06
HOMO (alpha / beta), eV: -8.163 / -8.162
SMILES: C=C(C#N)N1CC1

ORCA input file:
```
! wB97M-V def2-TZVPD RIJCOSX def2/J DEFGRID3
* xyz 0 1
C 0.9317 1.5596 -0.3047
H 1.0527 2.4850 0.1225
H 0.7448 1.7249 -1.3105
H 0.4873 -2.0485 0.2026
N -3.2774 0.5612 -0.1486
C 1.5021 0.3145 0.1838
H -1.3541 -2.6121 0.1381
H 1.7198 -0.4909 -0.5053
H 1.8193 0.0752 1.2109
C -2.2381 0.0955 0.0097
N 0.0945 0.5271 0.3625
C -0.5886 -1.9022 0.0035
C -0.8939 -0.2893 0.0355
*
```

These are the Mulliken partial charges, in e, on atoms 1 to 8: C -0.42; H 0.25; H 0.23; H 0.23; N -0.42; C -0.52; H 0.35; H 0.31


C5H6N2 as an isolated structure, computed with ωB97M-V with the def2-TZVPD basis set.

## Properties
Electronic energy, eV: -8257.905
Orbital gap, eV: 8.91
HOMO, eV: -8.842

ORCA input file:
```
! wB97M-V def2-TZVPD RIJCOSX def2/J DEFGRID3
* xyz 0 1
C -0.7787 0.1666 -1.0019
N 0.3328 -0.7530 0.8503
N 0.1690 2.6441 1.3915
C 0.0155 -1.1463 -1.0673
C -0.1941 1.6085 1.0205
H 1.7434 0.1444 -0.4306
H -1.8156 0.0670 -1.3273
H -0.3055 0.9824 -1.5647
H -1.6068 0.0762 1.0317
H 1.9741 -1.6263 -0.1770
C -0.6651 0.3032 0.5276
H -0.1150 -1.6407 1.0549
C 1.2460 -0.8261 -0.3078
*
```

These are the Mulliken partial charges, in e, on atoms 1 to 8: C -0.50; N -0.49; N -0.43; C -0.40; C 0.07; H 0.21; H 0.27; H 0.34


A 2-piece molecular cluster, C5H6N2 overall, computed with ωB97M-V with the def2-TZVPD basis set.

## Properties
Electronic energy, eV: -8257.700
Orbital gap, eV: 9.40
HOMO, eV: -8.712
SMILES: [H]/N=C/C#C.C=C=N

ORCA input file:
```
! wB97M-V def2-TZVPD RIJCOSX def2/J DEFGRID3
* xyz 0 1
N -2.1184 -0.1586 1.3683
C 2.1994 0.3193 0.6457
C -1.4802 -0.3654 -0.9093
N 1.9482 0.3924 1.7991
C -1.2402 -0.8257 -1.9976
H -0.9667 -1.5834 -2.7778
H 1.3482 -0.1633 -1.0690
H -2.6096 0.4241 2.0549
C -2.0028 0.3606 0.2537
H 3.1199 0.4687 -1.1877
H -2.3915 1.3638 -0.0679
H 1.9212 -0.4472 2.4950
C 2.2725 0.2147 -0.6075
*
```

These are the Mulliken partial charges, in e, on atoms 1 to 8: N -0.56; C 0.63; C -0.37; N -0.43; C 0.11; H 0.35; H 0.09; H 0.26


One molecule with the formula C5H6N2, computed with ωB97M-V with the def2-TZVPD basis set.

## Properties
Electronic energy, eV: -8256.964
Orbital gap, eV: 8.76
HOMO, eV: -8.458
SMILES: N#C[C@H]1C[C@H]2CN21

ORCA input file:
```
! wB97M-V def2-TZVPD RIJCOSX def2/J DEFGRID3
* xyz 0 1
H 0.2593 -0.3777 -2.2407
C -0.9173 -0.4206 -0.1662
H 1.7182 0.1226 1.8178
H -1.4040 -1.1992 -0.7358
C -1.9510 0.2762 0.6425
H 2.1256 -0.8729 -0.5513
C 1.0456 0.3462 0.9981
N 0.2474 -0.8373 0.6218
H 0.5774 1.3292 1.0250
H -0.5297 0.8593 -1.0402
N -2.7601 0.7706 1.3136
C 1.2503 -0.2717 -0.3083
C 0.3384 0.2753 -1.3763
*
```

These are the Mulliken partial charges, in e, on atoms 1 to 8: H 0.28; C -0.16; H 0.24; H 0.39; C 0.25; H 0.30; C -0.26; N -0.41


One molecule with the formula C5H6N2, computed with ωB97M-V with the def2-TZVPD basis set.

## Properties
Electronic energy, eV: -8259.909
Orbital gap, eV: 10.84
HOMO, eV: -9.938
SMILES: N#C[C@H]1C[C@H]2CN21

ORCA input file:
```
! wB97M-V def2-TZVPD RIJCOSX def2/J DEFGRID3
* xyz 0 1
H 0.1352 1.6913 -0.4047
C -0.5473 0.6273 1.7383
C -0.8819 -0.7595 -0.4261
H 0.0100 -1.3825 1.5285
N 1.1427 -0.2236 0.1749
C -0.1204 -0.5000 0.9003
C 0.8855 0.9447 -0.6716
N -0.8521 1.5505 2.3654
H -1.7813 -0.1689 -0.6219
H 0.8332 -0.9115 -1.9821
H 1.8602 1.3269 -0.9348
C 0.4197 -0.3724 -1.1322
H -1.1035 -1.8224 -0.5341
*
```

These are the Mulliken partial charges, in e, on atoms 1 to 8: H 0.21; C 0.21; C -0.71; H 0.35; N -0.50; C 0.15; C -0.27; N -0.46


One molecule with the formula C5H6N2O, computed with ωB97M-V with the def2-TZVPD basis set.

## Properties
Electronic energy, eV: -10307.884
Orbital gap, eV: 9.19
HOMO, eV: -9.967
SMILES: [H]/N=C1/N=CC=C1CO

ORCA input file:
```
! wB97M-V def2-TZVPD RIJCOSX def2/J DEFGRID3
* xyz 0 1
H 1.7742 1.4757 2.1844
N -0.7009 -1.8110 1.3538
C 0.5788 1.2703 0.2794
C -0.8329 -0.1665 -1.3554
O -0.0413 0.3302 -2.4168
C 1.1639 0.8725 1.5795
C -0.2207 0.2516 -0.0057
H 0.8615 2.1221 -0.2776
H -1.3622 -2.1642 0.6204
H 0.8311 -0.0567 -2.1938
N 0.7695 -0.2546 2.0699
H -1.8305 0.1815 -1.5166
H -0.8859 -1.2825 -1.3816
C -0.1046 -0.7685 1.0601
*
```

These are the Mulliken partial charges, in e, on atoms 1 to 8: H 0.48; N -0.55; C -0.64; C -0.55; O -0.51; C -0.13; C 0.49; H 0.48


C5H6N2O as an isolated structure, computed with ωB97M-V with the def2-TZVPD basis set.

## Properties
Electronic energy, eV: -10300.464
Orbital gap, eV: 8.96
HOMO, eV: -8.861

ORCA input file:
```
! wB97M-V def2-TZVPD RIJCOSX def2/J DEFGRID3
* xyz 0 1
N -1.7644 -1.3687 0.1144
C -0.9492 0.8207 -0.4505
H 2.5363 -1.3318 -0.8555
H -0.3165 0.4809 -1.3146
C -2.0643 0.0006 -0.0892
C -0.0278 0.7348 0.8164
H -3.2493 0.3167 -0.2287
N -0.2711 -1.5661 0.0083
H 2.2529 0.9142 -0.4964
H 2.4909 -0.3559 0.9442
C 0.4672 -0.5077 0.1793
H -0.8860 0.5243 1.5862
O -0.2466 1.8021 -0.0457
C 2.0280 -0.4641 -0.1683
*
```

These are the Mulliken partial charges, in e, on atoms 1 to 8: N -0.35; C 0.23; H 0.29; H 0.39; C -0.37; C -0.43; H 0.28; N -0.47


C5H6N2O as an isolated structure, computed with ωB97M-V with the def2-TZVPD basis set.

## Properties
Electronic energy, eV: -10305.244
Orbital gap, eV: 9.47
HOMO, eV: -8.747

ORCA input file:
```
! wB97M-V def2-TZVPD RIJCOSX def2/J DEFGRID3
* xyz 0 1
H -2.2148 -1.8425 0.6814
H -1.8824 -1.1703 -1.1580
C 0.9063 1.6884 -1.2162
C 1.2026 0.8484 0.5343
H -0.0422 -1.3942 2.1252
C -1.4050 -1.5293 -0.1771
C -0.3434 -0.5392 0.2597
H -0.8739 -2.5941 -0.2930
O 1.8576 1.8789 -0.0626
H 0.1476 2.6209 -1.0711
C 0.3199 0.5363 -0.4506
N 1.0715 0.4201 1.7024
N 0.1172 -0.5291 1.4731
H 1.1391 1.6056 -2.3475
*
```

These are the Mulliken partial charges, in e, on atoms 1 to 8: H 0.29; H 0.28; C -0.21; C 0.49; H 0.29; C -1.15; C -0.03; H 0.26


One molecule with the formula C5H6N2O, computed with ωB97M-V with the def2-TZVPD basis set.

## Properties
Electronic energy, eV: -10307.346
Orbital gap, eV: 8.95
HOMO, eV: -8.632
SMILES: [H]/N=C1/C=CC(=C)N1O

ORCA input file:
```
! wB97M-V def2-TZVPD RIJCOSX def2/J DEFGRID3
* xyz 0 1
C -0.3452 1.5294 -0.0051
O 0.1524 -1.9461 -0.1555
H 0.1163 -2.5426 0.6358
C -0.9064 0.1538 0.0757
C 0.9918 1.4968 0.0058
H -2.4181 -1.3433 -0.1342
N 2.5961 -0.3511 -0.1451
H -2.9291 0.4653 -0.2913
H -0.9605 2.4178 -0.0095
C 1.4045 0.0761 0.0033
H 1.6703 2.3524 -0.0605
H 2.5491 -1.3815 -0.1044
N 0.2269 -0.6545 0.3167
C -2.1482 -0.2725 -0.1317
*
```

These are the Mulliken partial charges, in e, on atoms 1 to 8: C -0.45; O -0.45; H 0.37; C 0.53; C -0.48; H 0.24; N -0.69; H 0.26


Asked for energy above the lowest of the compared OMol25 structures with the same formula, charge and spin across the records above, the calculation gives 0.0 724.9 398.6 557.0 565.2 576.7 565.2 615.8 760.8 461.7 429.7 449.4 520.5 236.4 165.9 881.8 420.6 217.8 kJ/mol in order.